{"formula": "C4H4ClFO", "method": "ωB97M-V/def2-TZVPD", "spin_multiplicity": 1, "smiles": "CC(=O)/C=C(\\F)Cl", "orbital_gap_ev": 10.2, "total_energy_ha": -790.07723, "species": ["C", "C", "O", "C", "C", "F", "Cl", "H", "H", "H", "H"], "coordinates": [[1.493418, -0.286719, 0.211280], [0.498680, 0.895864, 0.227619], [0.883896, 2.042458, 0.522465], [-0.998414, 0.634959, 0.024229], [-1.511128, -0.486132, -0.496667], [-0.795158, -1.467858, -1.102327], [-3.224670, -0.872263, -0.398154], [1.625965, -0.758974, 1.171413], [1.236747, -1.117379, -0.424210], [2.526154, 0.044693, -0.085099], [-1.735490, 1.371352, 0.349452]], "forces_ev_per_angstrom": [[1.0, 0.7, -0.7], [0.5, 1.6, 0.7], [-1.0, -2.7, -0.8], [0.7, -0.6, -0.3], [-0.1, -0.4, 0.0], [-1.0, 0.9, 0.7], [1.2, 0.2, -0.4], [-0.3, 0.3, 0.8], [-0.3, 0.1, -0.4], [-1.1, 0.1, 0.3], [0.5, -0.1, 0.1]]}